16
Properties=species:S:1:pos:R:3 method="wB97M-V/def2-TZVPD" smiles=CC.CC gap_ev=12.90 multiplicity=1 e_tot_ev=-4342.3777 molar_mass_da=60.14 e_above_lowest_kj_mol=14.52 total_charge=0
C -1.1496 -1.3956 1.2636
C -2.3279 -0.8470 0.4482
H -1.4550 -2.1985 1.9316
H -0.4033 -1.8760 0.6348
H -0.7004 -0.6137 1.8585
H -2.3211 0.2463 0.4438
H -3.2974 -1.1447 0.8612
H -2.3192 -1.1475 -0.6023
C 1.4926 0.6321 -0.3091
C 1.9806 1.6121 -1.3615
H 2.2176 0.5428 0.4950
H 0.5215 0.9644 0.0519
H 1.3419 -0.3558 -0.7399
H 1.2678 1.7617 -2.1658
H 2.2639 2.5784 -0.9354
H 2.8878 1.2411 -1.8747

9
Properties=species:S:1:pos:R:3 method="wB97M-V/def2-TZVPD" gap_ev=8.74 multiplicity=1 e_tot_ev=-19003.0176 molar_mass_da=114.13 e_above_lowest_kj_mol=244.56 total_charge=0
C -0.7444 -1.1950 -0.5002
C -0.5158 -0.5746 0.6837
C -0.0505 -0.3692 -1.4343
N 0.2898 0.5936 -2.0472
N 0.2825 0.5399 0.6783
O 2.4010 1.9206 0.7805
S 0.9545 1.8366 0.8099
H -1.4628 -2.0028 -0.5305
H -1.1542 -0.7490 1.5598

62
Properties=species:S:1:pos:R:3 method="wB97M-V/def2-TZVPD" gap_ev="6.69 / 7.31" multiplicity=6 e_tot_ev=-101672.4166 molar_mass_da=512.30 e_above_lowest_kj_mol=324.06 total_charge=0
O 1.5582 1.9366 -2.5011
C 1.1759 1.7807 -3.6902
C 1.7114 2.6549 -4.7515
C 2.2960 3.8921 -4.4321
H 2.1647 4.2958 -3.4282
C 3.0591 4.5808 -5.3848
H 3.6157 5.4675 -5.0741
C 3.1522 4.1506 -6.7105
H 3.7259 4.7295 -7.4457
C 2.4696 2.9796 -7.0585
H 2.5504 2.6421 -8.0887
C 1.7451 2.2648 -6.1117
H 1.1847 1.3864 -6.4208
H 0.5631 0.8924 -3.9448
C -1.9699 1.5906 -3.7248
C -1.1969 0.4282 -3.2565
H -3.0316 1.3399 -3.9033
H -1.5483 2.0030 -4.6511
H -1.8758 2.3739 -2.9292
C -1.2626 -0.2746 -2.1268
C -2.5601 -0.7295 -1.4855
H -0.3731 -0.5481 -1.5563
H -3.3664 -0.5575 -2.2080
H -2.7596 -0.1717 -0.5624
H -2.5333 -1.7995 -1.2516
Fe 2.3920 1.5681 -0.9498
Cl 0.7733 2.4630 0.1943
Cl 2.6423 -0.4850 -1.7888
C -1.7746 0.5796 2.3620
O -1.0136 -0.1997 1.7908
N -2.4636 0.3011 3.5000
C -2.2890 -0.9649 4.1885
C -3.4258 1.2319 4.0603
H -1.9671 1.6125 1.9893
H -1.6404 -1.6154 3.5970
H -3.2687 -1.4413 4.3184
H -1.8631 -0.8082 5.1916
H -3.5173 2.0862 3.3803
H -3.1176 1.5807 5.0571
H -4.4022 0.7409 4.1664
H 0.7162 -6.1313 0.6290
H 3.0727 -5.0796 -0.6186
C 0.2378 -5.4275 -0.0678
C 2.2703 -4.5868 -1.1928
N 1.1108 -4.3134 -0.3675
H -0.6925 -5.0570 0.3707
C 0.9538 -3.1266 0.2709
O 0.0596 -2.8987 1.0922
H 2.6460 -3.6441 -1.6065
H 1.7078 -2.3714 -0.0353
H 0.0484 -5.9802 -0.9943
H 1.9745 -5.2559 -2.0086
C 1.9397 1.3734 3.1806
S 2.8550 -0.0273 2.5792
C 1.8760 -1.3510 3.3008
O 2.7097 -0.1286 1.0881
H 2.6925 2.1294 3.4252
H 1.3982 1.1053 4.0924
H 1.2856 1.7383 2.3762
H 0.9745 -1.5041 2.6897
H 2.5113 -2.2461 3.2892
H 1.6557 -1.0936 4.3450